No. 1
This record from OMol25 describes an isolated molecule of C3H3NO. The level of theory is wB97M-V/def2-TZVPD.

Output
Gap between HOMO and LUMO: 11.2 eV
LUMO level: 0.9 eV
HOMO level: -10.31 eV
Total charge: 0
ΔE to the lowest compared entry with this formula, charge and spin: 59.13 kcal/mol

Each line ends with the Löwdin charge.
CARTESIAN COORDINATES (ANGSTROEM)
C  0.16  0.19  -0.81  -0.069
C  0.68  0.67  0.44  -0.225
N  0.03  0.48  1.51  0.056
O  -0.90  -0.49  1.15  -0.102
C  -0.74  -0.65  -0.32  -0.087
H  0.82  0.04  -1.81  0.166
H  1.58  1.18  0.48  0.089
H  -1.62  -1.41  -0.65  0.172

=====

No. 2
This record from OMol25 describes a structure of composition C26H21BrN7OPd. The level of theory is wB97M-V/def2-TZVPD.

Output
Gap between HOMO and LUMO (alpha / beta): 6.1 / 6.2 eV
Multiplicity: 3
LUMO level (alpha / beta): 2.1 / 0.3 eV
HOMO level (alpha / beta): -3.97 / -5.89 eV
Total charge: -1
ΔE to the lowest compared entry with this formula, charge and spin: 0.00 kcal/mol

Each line ends with the Löwdin charge.
CARTESIAN COORDINATES (ANGSTROEM)
Pd  -1.87  0.64  2.29  0.861
Br  6.70  -7.19  -4.47  0.697
C  5.27  -6.10  -3.91  -0.711
C  5.45  -5.22  -2.84  -0.139
C  4.41  -4.41  -2.44  -0.023
C  3.17  -4.44  -3.11  -0.290
C  3.01  -5.36  -4.17  -0.031
C  4.04  -6.18  -4.56  -0.144
N  2.13  -3.60  -2.85  0.059
N  2.33  -2.78  -1.81  0.023
C  1.27  -2.33  -1.17  -0.232
C  -0.03  -2.91  -1.28  -0.020
C  -1.11  -2.36  -0.64  -0.008
C  -0.99  -1.25  0.24  -0.357
O  -2.04  -0.67  0.70  -0.149
C  0.36  -0.79  0.55  -0.172
N  0.51  0.08  1.57  0.072
C  1.69  0.66  1.73  -0.133
C  2.78  0.42  0.89  -0.052
C  2.66  -0.55  -0.07  -0.005
C  1.44  -1.22  -0.23  -0.086
H  6.41  -5.17  -2.35  0.096
H  4.53  -3.71  -1.62  0.096
H  2.05  -5.41  -4.66  0.108
H  3.91  -6.88  -5.38  0.094
H  -0.15  -3.76  -1.93  0.094
H  -2.10  -2.75  -0.80  0.115
H  1.77  1.34  2.57  0.112
H  3.70  0.97  1.02  0.100
H  3.49  -0.82  -0.71  0.110
N  -4.17  0.93  8.03  0.059
C  -3.32  0.93  7.24  -0.426
N  -2.28  0.88  6.45  0.053
C  -2.16  1.19  5.22  -0.356
N  -1.91  1.51  4.12  0.018
C  -0.65  2.51  -0.84  -0.092
N  -0.36  3.67  0.00  -0.251
C  -0.60  4.90  -0.72  -0.129
C  -1.02  3.60  1.32  -0.175
C  -2.51  3.31  1.29  -0.233
C  -3.40  4.32  0.90  -0.062
C  -4.75  4.07  0.75  -0.104
C  -5.25  2.81  1.03  -0.106
C  -4.39  1.81  1.47  -0.106
C  -3.03  2.06  1.60  -0.214
H  0.12  2.41  -1.60  0.085
H  -1.63  2.59  -1.34  0.092
H  -0.67  1.61  -0.23  0.054
H  0.10  4.95  -1.57  0.079
H  -0.40  5.75  -0.08  0.080
H  -1.62  4.98  -1.13  0.073
H  -0.84  4.55  1.82  0.119
H  -0.52  2.82  1.89  0.074
H  -3.01  5.32  0.72  0.101
H  -5.42  4.86  0.43  0.093
H  -6.31  2.60  0.94  0.095
H  -4.78  0.83  1.72  0.092

=====

No. 3
This record from OMol25 describes a structure of composition C27H72F6HfO27PS9. The level of theory is wB97M-V/def2-TZVPD.

Output
Gap between HOMO and LUMO: 9.5 eV
LUMO level: -7.6 eV
HOMO level: -17.15 eV
Total charge: +3
ΔE to the lowest compared entry with this formula, charge and spin: 0.00 kcal/mol

Each line ends with the Löwdin charge.
CARTESIAN COORDINATES (ANGSTROEM)
Hf  0.26  -0.42  -0.64  2.245
P  0.62  -2.00  -3.39  0.239
F  1.90  -2.94  -3.61  -0.085
F  1.64  -1.10  -2.48  -0.211
F  0.95  -1.17  -4.78  -0.126
F  -0.42  -0.75  -3.06  -0.205
F  -0.45  -2.90  -4.14  -0.065
F  0.11  -2.59  -1.99  -0.168
O  -2.79  -3.63  -2.10  -0.267
S  -3.05  -2.21  -1.95  0.714
O  -2.06  -1.38  -1.24  -0.409
O  -3.33  -1.60  -3.43  -0.262
C  -4.24  -2.30  -4.32  -0.214
C  -4.04  -1.84  -5.80  -0.028
C  -4.69  -1.99  -1.14  -0.065
H  -5.28  -2.04  -4.10  0.117
H  -4.17  -3.39  -4.26  0.121
H  -5.00  -1.72  -6.30  0.086
H  -3.53  -2.65  -6.32  0.081
H  -3.42  -0.95  -5.89  0.064
H  -4.97  -0.94  -1.22  0.073
H  -4.65  -2.17  -0.07  0.053
H  -5.42  -2.67  -1.57  0.087
O  1.88  -2.00  -0.18  -0.446
S  2.65  -3.20  0.19  0.750
O  2.84  -3.52  1.59  -0.244
O  1.84  -4.48  -0.51  -0.277
C  2.26  -5.82  -0.44  -0.272
C  2.47  -6.21  -1.88  -0.053
C  4.28  -3.25  -0.68  -0.029
H  1.54  -6.51  0.00  0.123
H  3.18  -5.94  0.14  0.126
H  1.53  -6.19  -2.44  0.089
H  2.68  -7.28  -1.89  0.097
H  3.11  -5.56  -2.47  0.083
H  4.88  -2.39  -0.39  0.064
H  3.91  -3.13  -1.70  0.068
H  4.86  -4.14  -0.42  0.094
O  -3.13  2.01  0.86  -0.250
S  -2.57  0.88  1.59  0.748
O  -1.48  0.14  0.90  -0.427
O  -1.99  1.39  3.03  -0.276
C  -2.83  2.26  3.75  -0.254
C  -2.16  2.43  5.15  -0.033
C  -3.94  -0.20  2.09  -0.042
H  -3.89  2.03  3.84  0.125
H  -2.82  3.27  3.34  0.120
H  -2.44  1.59  5.79  0.070
H  -2.58  3.29  5.68  0.093
H  -1.07  2.45  5.26  0.076
H  -4.59  0.40  2.73  0.082
H  -3.44  -0.96  2.69  0.052
H  -4.39  -0.64  1.21  0.058
O  0.62  -0.65  1.89  -0.385
S  0.73  -0.44  3.32  0.702
O  0.84  0.90  3.87  -0.272
O  -0.65  -1.14  3.86  -0.262
C  -0.87  -1.12  5.28  -0.275
C  -2.25  -1.59  5.44  -0.053
C  2.02  -1.55  4.07  -0.024
H  -0.64  -0.15  5.71  0.121
H  -0.26  -1.88  5.78  0.123
H  -2.44  -2.58  5.02  0.083
H  -2.93  -0.84  5.05  0.075
H  -2.52  -1.63  6.50  0.108
H  2.00  -1.18  5.09  0.076
H  2.98  -1.27  3.64  0.071
H  1.63  -2.55  3.90  0.063
O  -0.40  4.16  -0.10  -0.262
S  0.39  3.26  0.72  0.753
O  0.36  1.80  0.47  -0.398
O  1.93  3.71  0.44  -0.286
C  2.18  5.15  0.46  -0.247
C  3.31  5.42  1.33  -0.068
C  0.24  3.77  2.51  -0.023
H  2.52  5.41  -0.54  0.131
H  1.29  5.71  0.74  0.125
H  3.24  5.05  2.36  0.078
H  3.65  6.46  1.39  0.110
H  4.23  4.97  0.95  0.082
H  -0.39  3.02  2.97  0.026
H  -0.13  4.78  2.72  0.098
H  1.23  3.68  2.97  0.060
O  4.43  -0.47  1.27  -0.254
S  3.64  0.66  0.79  0.721
O  2.43  0.43  0.00  -0.402
O  3.20  1.47  2.14  -0.271
C  4.23  2.15  2.90  -0.245
C  3.74  2.34  4.35  -0.029
C  4.78  1.84  0.07  -0.078
H  4.50  3.10  2.46  0.100
H  5.15  1.58  3.03  0.126
H  3.19  3.28  4.39  0.073
H  4.61  2.44  5.00  0.096
H  3.15  1.48  4.63  0.065
H  5.66  1.93  0.70  0.092
H  4.31  2.81  -0.06  0.053
H  5.00  1.44  -0.92  0.089
O  2.95  2.90  -2.15  -0.252
S  1.78  2.34  -2.80  0.723
O  1.05  1.26  -2.11  -0.414
O  0.75  3.49  -3.16  -0.274
C  1.17  4.67  -3.83  -0.241
C  0.05  5.72  -3.76  -0.027
C  2.16  1.80  -4.55  -0.037
H  1.58  4.41  -4.81  0.121
H  2.04  5.09  -3.32  0.118
H  -0.80  5.32  -4.32  0.080
H  0.38  6.69  -4.14  0.099
H  -0.21  5.93  -2.72  0.082
H  1.23  1.65  -5.09  0.074
H  2.79  0.92  -4.39  0.074
H  2.84  2.48  -5.05  0.082
O  -3.73  1.22  -2.47  -0.246
S  -2.37  1.77  -2.42  0.707
O  -1.39  1.10  -1.55  -0.425
O  -1.70  1.77  -3.87  -0.260
C  -2.58  2.07  -4.96  -0.221
C  -1.69  2.36  -6.24  -0.025
C  -2.45  3.57  -2.15  -0.065
H  -3.21  2.95  -4.84  0.114
H  -3.35  1.30  -5.09  0.109
H  -2.32  2.84  -6.99  0.086
H  -1.32  1.43  -6.67  0.079
H  -0.87  3.06  -6.09  0.065
H  -2.66  3.70  -1.09  0.059
H  -3.34  3.86  -2.71  0.085
H  -1.56  4.15  -2.38  0.037
O  -2.47  -3.05  1.83  -0.269
S  -1.22  -3.51  1.25  0.691
O  -0.52  -2.60  0.36  -0.392
O  -0.27  -3.83  2.50  -0.258
C  -0.79  -4.57  3.63  -0.266
C  -0.19  -5.95  3.69  -0.032
C  -1.40  -5.14  0.48  -0.043
H  -1.88  -4.56  3.74  0.122
H  -0.49  -4.06  4.55  0.112
H  -0.56  -6.43  2.79  0.068
H  -0.45  -6.43  4.63  0.102
H  0.90  -5.82  3.69  0.092
H  -0.42  -5.49  0.17  0.060
H  -2.08  -5.13  -0.37  0.068
H  -1.89  -5.80  1.19  0.083

=====

No. 4
This record from OMol25 describes a structure of composition C3H6F2. The level of theory is wB97M-V/def2-TZVPD.

Output
Gap between HOMO and LUMO: 11.1 eV
LUMO level: 1.0 eV
HOMO level: -10.00 eV
Total charge: 0
ΔE to the lowest compared entry with this formula, charge and spin: 128.91 kcal/mol

Each line ends with the Löwdin charge.
CARTESIAN COORDINATES (ANGSTROEM)
C  -1.19  0.16  0.24  -0.183
C  -0.03  -0.40  -0.52  -0.207
C  1.17  0.00  0.45  -0.386
H  -1.88  -0.45  -0.42  0.094
H  -1.38  -0.17  1.28  0.085
H  -1.40  1.12  0.18  0.016
H  0.13  -1.69  -1.06  0.204
H  0.20  0.78  -1.51  0.253
H  0.79  -0.26  1.49  0.164
F  2.35  -0.40  0.03  0.055
F  1.24  1.30  -0.15  -0.094

=====

No. 5
This record from OMol25 describes an isolated molecule of C18H19ClFN3O2. The level of theory is wB97M-V/def2-TZVPD.

Output
Gap between HOMO and LUMO: 8.3 eV
LUMO level: 0.7 eV
HOMO level: -7.63 eV
Total charge: 0
ΔE to the lowest compared entry with this formula, charge and spin: 23.87 kcal/mol

Each line ends with the Löwdin charge.
CARTESIAN COORDINATES (ANGSTROEM)
C  2.03  3.06  -1.82  -0.085
O  1.87  1.72  -1.43  -0.107
C  2.09  1.39  -0.12  -0.247
C  2.49  2.29  0.85  -0.075
C  2.72  1.87  2.16  -0.100
C  2.57  0.55  2.49  -0.093
C  2.16  -0.37  1.53  -0.020
C  1.91  0.02  0.22  -0.170
N  1.57  -0.88  -0.78  -0.092
C  1.87  -2.28  -0.64  -0.135
C  0.73  -3.07  0.04  -0.114
N  -0.52  -2.35  -0.15  -0.044
C  -1.53  -2.62  0.70  -0.514
O  -1.46  -3.47  1.57  0.077
N  -2.72  -1.91  0.50  0.125
C  -2.87  -0.54  0.39  -0.259
C  -4.12  -0.03  0.03  -0.017
C  -4.32  1.33  -0.10  -0.002
C  -3.26  2.20  0.14  -0.306
F  -3.46  3.52  0.00  0.050
C  -2.02  1.71  0.52  -0.565
Cl  -0.73  2.80  0.86  0.802
C  -1.82  0.35  0.65  -0.036
C  -0.63  -1.75  -1.46  -0.104
C  0.43  -0.63  -1.63  -0.125
H  3.05  3.41  -1.66  0.097
H  1.33  3.72  -1.29  0.080
H  1.80  3.08  -2.88  0.096
H  2.63  3.33  0.60  0.103
H  3.03  2.60  2.90  0.102
H  2.75  0.21  3.50  0.101
H  2.04  -1.40  1.82  0.102
H  2.03  -2.67  -1.65  0.124
H  2.80  -2.40  -0.09  0.126
H  0.88  -3.18  1.12  0.113
H  0.66  -4.08  -0.38  0.131
H  -3.51  -2.39  0.92  0.152
H  -4.94  -0.71  -0.14  0.115
H  -5.28  1.74  -0.37  0.122
H  -0.86  -0.02  0.97  0.114
H  -1.64  -1.34  -1.60  0.119
H  -0.47  -2.53  -2.21  0.128
H  0.75  -0.60  -2.68  0.126
H  0.00  0.33  -1.38  0.107

=====

No. 6
This record from OMol25 describes an isolated molecule of C4H5NO. The level of theory is wB97M-V/def2-TZVPD.

Output
Gap between HOMO and LUMO: 8.8 eV
LUMO level: 1.0 eV
HOMO level: -7.77 eV
Total charge: 0
ΔE to the lowest compared entry with this formula, charge and spin: 16.39 kcal/mol

Each line ends with the Löwdin charge.
CARTESIAN COORDINATES (ANGSTROEM)
N  2.01  -0.10  0.28  0.126
C  0.64  -0.02  0.08  -0.407
C  -0.23  1.02  -0.01  -0.036
C  -1.52  0.40  -0.11  -0.092
C  -1.33  -0.93  -0.08  -0.138
O  0.00  -1.21  0.04  0.042
H  2.40  -0.96  -0.08  0.095
H  2.51  0.71  -0.07  0.096
H  0.02  2.07  0.00  0.102
H  -2.50  0.78  0.11  0.097
H  -2.01  -1.77  -0.15  0.115

=====

No. 7
This record from OMol25 describes a structure of composition C4H10N2O. The level of theory is wB97M-V/def2-TZVPD.

Output
Gap between HOMO and LUMO (alpha / beta): 8.0 / 8.0 eV
LUMO level (alpha / beta): 0.3 / 0.3 eV
HOMO level (alpha / beta): -7.72 / -7.72 eV
Total charge: 0
ΔE to the lowest compared entry with this formula, charge and spin: 113.47 kcal/mol

Each line ends with the Löwdin charge.
CARTESIAN COORDINATES (ANGSTROEM)
C  0.78  -1.24  0.60  -0.514
N  1.03  -0.20  1.34  0.079
N  -1.63  -0.81  0.59  0.014
C  -0.49  -1.32  -0.06  -0.222
O  1.74  -2.04  0.04  0.041
H  2.61  -1.63  0.14  0.104
H  0.81  1.13  0.04  0.079
H  1.98  -0.16  1.71  0.055
H  -1.46  0.03  1.13  0.062
H  -2.20  -1.48  1.07  0.076
H  -0.67  -2.26  -0.58  0.118
C  0.23  1.36  -0.95  -0.192
C  -0.81  2.22  -0.80  -0.012
H  -1.21  2.80  -1.62  0.049
H  0.86  1.45  -1.84  0.071
H  -0.15  -0.01  -0.89  0.147
H  -1.43  2.18  0.08  0.045

=====

No. 8
This record from OMol25 describes a structure of composition C15H19BrCeSi. The level of theory is wB97M-V/def2-TZVPD.

Output
Gap between HOMO and LUMO: 7.5 eV
LUMO level: -0.6 eV
HOMO level: -8.10 eV
Total charge: 0
ΔE to the lowest compared entry with this formula, charge and spin: 32.63 kcal/mol

Each line ends with the Löwdin charge.
CARTESIAN COORDINATES (ANGSTROEM)
C  4.03  -0.03  -0.57  -0.154
C  3.46  0.55  0.63  -0.192
C  2.63  -0.46  1.27  -0.187
H  3.52  1.59  0.91  0.098
C  2.68  -1.65  0.45  -0.166
C  3.53  -1.39  -0.68  -0.152
H  3.63  -2.04  -1.56  0.118
H  4.60  0.51  -1.31  0.111
H  1.93  -0.27  2.07  0.109
H  2.02  -2.53  0.57  0.129
Ce  1.47  0.22  -0.80  0.667
Br  0.51  2.41  0.83  0.208
C  0.08  0.79  -2.80  -0.172
C  0.96  -0.27  -3.28  -0.154
C  2.30  0.23  -3.29  -0.157
H  0.66  -1.32  -3.38  0.125
C  2.28  1.60  -2.81  -0.157
C  0.91  1.93  -2.52  -0.218
H  0.58  2.86  -2.04  0.090
H  -0.95  0.66  -2.49  0.112
H  3.19  -0.36  -3.45  0.111
H  3.14  2.21  -2.56  0.123
C  -3.78  1.37  1.65  -0.174
Si  -3.09  -0.32  1.76  0.396
C  -2.54  -0.83  3.44  -0.175
C  -3.98  -1.60  0.80  -0.178
C  -1.47  -0.20  0.82  -0.175
C  -0.46  -0.37  0.12  -0.308
H  -4.73  1.28  2.20  0.034
H  -3.97  1.67  0.63  0.038
H  -3.15  2.11  2.13  0.035
H  -3.49  -0.93  3.98  0.032
H  -2.02  -1.78  3.43  0.037
H  -1.92  -0.08  3.91  0.039
H  -4.16  -1.29  -0.22  0.038
H  -3.45  -2.55  0.80  0.038
H  -4.93  -1.70  1.34  0.031

=====

Computed maximum force, in the same sequence as the records: 6.4; 0.5; 4.3; 7.8; 0.7; 0.9; 2.6; 3.1 eV Å⁻¹.
Computed DFT total energy, in the same sequence as the records: -6693.928; -113302.150; -208846.805; -8637.932; -42779.741; -7765.816; -9334.067; -106710.166 eV.